9
Properties=species:S:1:pos:R:3:lowdin_charge:R:1 method="wB97M-V/def2-TZVPD" homo_ev=-10.3 relative_energy_kj_mol=297.80 mol_weight_g_mol=89.050 spin_multiplicity=1 total_charge=0 e_tot_ha=-358.4163
O 0.38815 1.48278 -1.87128 0.0811
O 0.56570 -3.50655 1.13266 0.0227
O 0.26647 0.78296 0.30822 -0.1247
N -1.08343 1.19302 0.36488 0.0481
C 0.81282 0.85774 -0.94641 -0.3421
C 0.29041 -2.61694 1.76702 -0.0100
H 1.78062 0.27925 -0.86749 0.1547
H -1.60158 0.34115 0.70554 0.1055
H -1.41916 1.18659 -0.59315 0.0649

=====

82
Properties=species:S:1:pos:R:3:lowdin_charge:R:1 method="wB97M-V/def2-TZVPD" homo_ev=-4.3 mol_weight_g_mol=654.117 spin_multiplicity=1 total_charge=-1 e_tot_ha=-3026.0294
S 1.77512 -2.18545 0.43216 0.6325
S 0.82266 2.32845 -1.31190 0.6192
P 3.39590 1.66500 1.36055 0.8453
Mg 1.02569 0.09606 -0.33837 0.2959
O 0.34653 0.34011 1.71521 -0.0687
O -3.19435 -0.46291 -0.98270 0.0688
N -1.83925 -0.23833 2.20837 0.1602
N 0.30616 -0.52590 -2.45098 -0.1994
N 3.17604 -0.31540 -1.55523 -0.1967
N -1.18381 -0.01496 0.06932 0.1486
C -0.59177 0.52351 -2.89800 -0.2836
C -3.99416 1.55160 2.83944 -0.0261
C -2.34523 2.51320 -3.76611 -0.1120
C -0.44158 1.83247 -2.40780 -0.6161
C -3.07528 -0.39134 1.47837 -0.2544
C -1.58856 0.24826 -3.82608 -0.0438
C -4.60963 -4.42132 1.82655 -0.1047
C 5.73579 -2.50881 1.01113 -0.1217
C 4.36208 -2.64880 1.09607 -0.1371
C -3.64997 -1.79825 1.64280 -0.1222
C 4.05300 -1.05229 -0.68080 -0.3058
C 3.54322 3.41982 0.79545 -0.3056
C 5.43592 -0.93131 -0.76362 -0.0610
C 1.48011 -0.58877 -3.33178 -0.1640
C -4.95125 2.53102 3.07001 -0.0925
C -2.46325 1.22595 -4.26769 -0.1072
C 5.10354 1.44509 2.04205 -0.2938
C -5.41619 -3.35491 2.18665 -0.0919
C -4.07682 0.72242 1.72660 -0.1464
C -2.83701 -2.88081 1.30894 -0.0107
C 6.28122 -1.64423 0.07473 -0.1227
C -0.35494 -1.83762 -2.36620 -0.0879
C -4.93934 -2.05302 2.09956 -0.0244
C -3.31252 -4.17709 1.39659 -0.0770
C 2.50599 1.97153 2.94222 -0.3051
C 2.68904 -1.19133 -2.63217 -0.1757
C -5.12435 0.92012 0.82597 -0.0274
C -6.00356 2.70126 2.18589 -0.1050
C -2.49951 -0.27786 -0.00342 -0.4164
C 3.48754 -1.93552 0.26358 -0.6349
C -1.34968 2.80405 -2.85286 -0.1319
C -6.07672 1.89903 1.05450 -0.0786
C 3.80748 0.87523 -2.12243 -0.1216
C -0.80483 0.05824 1.36214 -0.5789
H -4.98669 -5.43499 1.88250 0.0942
H 4.53483 0.62106 -2.90778 0.0893
H 3.92013 -3.31562 1.82562 0.0865
H 7.35460 -1.52328 -0.00829 0.0890
H 4.30390 3.49662 0.01631 0.0287
H 1.25422 -1.18247 -4.22965 0.1260
H 1.71600 0.42198 -3.66343 0.1151
H 5.81718 1.36376 1.22090 0.0225
H 3.80710 4.08798 1.61851 0.0314
H 2.42723 -2.15607 -2.19744 0.0954
H -1.82115 -2.70147 0.97209 0.1223
H -1.25037 3.80060 -2.44187 0.0858
H 5.88051 -0.26515 -1.49210 0.0963
H 6.37906 -3.07626 1.67418 0.0911
H -3.03452 3.29024 -4.07701 0.0913
H 3.05083 1.53329 -2.53676 0.0298
H -3.17119 1.45255 3.53443 0.1033
H 1.51127 2.34619 2.70282 0.0292
H -1.75852 -0.19575 3.20694 0.1491
H 2.38180 1.02674 3.47117 0.0361
H -6.42801 -3.52858 2.53334 0.0962
H 0.20342 -2.48640 -1.69375 0.0292
H 3.48729 -1.35671 -3.37277 0.1283
H -5.16625 0.30562 -0.06423 0.1153
H -2.67183 -5.00529 1.11929 0.1022
H 5.38882 2.27936 2.68752 0.0295
H -5.58141 -1.23513 2.39299 0.1084
H -1.36024 -1.70319 -1.97314 0.0753
H 3.03920 2.68976 3.57012 0.0320
H -1.70880 -0.76044 -4.20144 0.1050
H -6.75770 3.45574 2.37272 0.0939
H 4.31036 1.42417 -1.32996 0.0605
H 2.58726 3.72178 0.36515 -0.0108
H 5.13989 0.51322 2.60853 0.0334
H -4.86541 3.16709 3.94266 0.0966
H -0.42035 -2.32413 -3.34861 0.0853
H -6.88253 2.04002 0.34448 0.0996
H -3.23935 0.97694 -4.98075 0.0899

=====

12
Properties=species:S:1:pos:R:3:lowdin_charge:R:1 method="wB97M-V/def2-TZVPD" homo_ev=-8.3 relative_energy_kj_mol=7.40 mol_weight_g_mol=133.031 spin_multiplicity=1 total_charge=0 smiles=NPc1cn[nH]p1 e_tot_ha=-926.1405
P -1.09919 0.85191 -0.72537 0.7471
P 1.98504 0.20035 -1.41355 0.9005
N -1.43464 1.46683 0.83182 -0.2921
N 2.98316 0.04537 -0.08103 -0.3396
N 2.34189 -0.02221 1.13489 -0.0310
C 1.10937 0.34995 0.92848 -0.3636
C 0.62084 0.39040 -0.35675 -0.7391
H 3.95544 -0.34410 -0.07038 0.1098
H -0.73261 1.29575 1.53445 -0.0285
H 0.45040 0.29698 1.81496 0.1004
H -0.71418 1.94893 -1.33666 -0.1277
H -2.44602 1.45407 1.17224 0.0639

=====

26
Properties=species:S:1:pos:R:3:lowdin_charge:R:1 method="wB97M-V/def2-TZVPD" homo_ev="-8.3 / -6.3" relative_energy_kj_mol=568.49 mol_weight_g_mol=174.319 spin_multiplicity=1 total_charge=0 e_tot_ha=-716.8377
Si 1.39116 0.04240 -0.01340 0.7730
C -0.74521 0.34598 -2.10571 -0.1749
C -1.06943 0.05115 -3.56044 -0.3113
C 0.49591 0.05568 -1.63701 -0.2318
C 0.45937 -0.08083 1.56458 -0.3385
C 0.94199 -0.62021 2.72305 -0.1326
C -1.02905 0.17175 3.94020 -0.0961
C -1.59911 0.60102 2.73282 -0.0812
C 0.22943 -0.42054 3.93152 -0.0865
C -0.76495 0.68908 1.64280 -0.1042
C -1.92321 1.09225 -4.06728 -0.0076
C 2.95721 -1.05313 -0.17798 -0.2311
H 2.64051 -2.08905 0.31580 0.0740
H -0.15914 -0.07508 -4.00471 0.0577
H 1.20585 -0.50247 -2.39426 0.0863
H -1.18296 1.24866 0.89481 0.0574
H -2.61697 1.10675 2.86556 0.1319
H -1.62900 -0.98856 -3.77245 0.1583
H 3.77911 -0.64477 0.46600 0.0316
H 1.95479 -1.15881 2.59274 0.1204
H -2.96993 0.97355 -4.39507 0.0535
H 0.80486 -0.71621 4.89339 0.1294
H -1.51944 1.94436 -4.64193 0.0558
H -1.49345 0.25563 4.81676 0.0529
H 3.20759 -1.11404 -1.15262 -0.0502
H -1.36592 0.88542 -1.45716 0.0638